88
Properties=species:S:1:pos:R:3:forces:R:3 method="wB97M-V/def2-TZVPD" total_charge=+4 multiplicity=3 orbital_gap_ev="6.69 / 6.71" e_tot_ha=-2847.09765 de_lowest_kcal_mol=0.0 e_homo_ha="-0.6944 / -0.6945" max_force_ev_per_a=0.34
W -0.38476 0.77613 -0.24906 0.1744 -0.2295 -0.1712
C -4.12730 3.83796 -0.57406 0.0154 -0.0661 -0.0242
O -3.65047 3.01212 -1.69988 0.0409 0.0554 -0.0437
C -2.66183 2.21953 -1.56524 -0.3049 0.0771 -0.0171
O -2.00948 2.05499 -0.49265 0.1296 -0.1810 -0.0388
N -2.33341 1.52287 -2.66726 0.1142 -0.0472 0.1537
N -1.28425 0.59778 -2.53868 0.0748 -0.0197 -0.0314
H -4.60310 4.68782 -1.04784 -0.0087 0.0090 0.0104
H -3.28344 4.13257 0.04135 -0.0030 0.0122 -0.0024
H -4.84617 3.24215 -0.01987 0.0003 0.0209 0.0258
H -2.84796 1.62728 -3.53409 -0.0056 0.0036 -0.0057
H -0.57062 0.78031 -3.24900 0.0238 0.0134 0.0384
H -1.63480 -0.34371 -2.72552 -0.0257 0.0115 0.0196
N 1.23401 2.55164 1.89770 -0.0456 -0.0029 -0.1117
P 0.20089 1.23932 2.10530 0.0080 -0.0136 0.1261
C 0.95127 0.10962 3.25189 0.0070 0.0017 -0.0131
C 0.45301 -0.03019 4.55014 -0.0454 0.0661 -0.0285
C 1.10911 -0.86362 5.44337 0.0224 -0.0141 -0.0099
C 2.24900 -1.54928 5.04582 0.0017 -0.0153 0.0370
C 2.74918 -1.40913 3.75328 -0.0159 0.0167 -0.0260
C 2.10265 -0.58323 2.85376 0.0159 0.0255 -0.0712
C -1.40427 1.79411 2.66432 -0.0606 0.0961 0.1690
C -1.68725 3.15864 2.77520 -0.0805 -0.0813 0.0409
C -2.94805 3.56173 3.19463 0.1288 0.0599 -0.0363
C -3.92052 2.61599 3.48658 -0.0624 -0.0159 0.0227
C -3.64452 1.25781 3.36647 -0.0221 -0.0430 0.0039
C -2.39070 0.83925 2.95612 0.0468 0.0744 -0.0339
C 1.36334 3.19572 0.68224 0.0377 0.0464 0.0610
C 2.09741 4.38053 0.58146 -0.0076 -0.0054 -0.0033
C 2.20835 4.99982 -0.63918 -0.0007 -0.0055 0.0061
C 1.58187 4.43431 -1.75931 -0.0093 -0.0287 0.0280
C 0.88463 3.27480 -1.58854 -0.0064 0.0413 -0.0590
N 0.76492 2.63644 -0.38875 -0.0191 -0.0369 -0.0224
H 1.72094 2.96251 2.68529 -0.0154 -0.0499 0.0407
H -0.42356 0.51768 4.87144 -0.0046 -0.0056 -0.0029
H 0.73704 -0.96631 6.45364 0.0014 -0.0036 0.0003
H 2.76143 -2.19177 5.75002 -0.0072 0.0050 0.0047
H 3.64880 -1.93330 3.46091 0.0015 -0.0071 -0.0015
H 2.50283 -0.45418 1.85213 0.0111 -0.0232 0.0076
H -0.92530 3.90030 2.57243 0.0017 0.0209 -0.0073
H -3.16436 4.61451 3.32151 0.0184 0.0036 -0.0060
H -4.89408 2.93862 3.83261 -0.0020 -0.0131 0.0004
H -4.40229 0.52955 3.62352 0.0081 -0.0044 -0.0024
H -2.16779 -0.22101 2.90701 0.0078 -0.0094 -0.0023
H 2.56243 4.79819 1.46478 0.0016 0.0000 -0.0015
H 2.77078 5.92023 -0.73080 -0.0006 0.0000 -0.0049
H 1.64057 4.89841 -2.73314 -0.0003 0.0042 0.0014
H 0.38441 2.80782 -2.42845 -0.0028 -0.0189 0.0098
N -4.31002 -5.31491 1.07506 -0.0723 0.0397 -0.0292
C -3.08866 -4.99337 0.64162 0.1689 -0.0938 0.0083
O -2.25740 -5.74224 0.17490 -0.0498 -0.0053 0.0356
C -2.64885 -3.54259 0.65763 -0.0844 0.0696 -0.0615
C -1.39088 -3.25337 1.18665 0.0565 -0.0084 -0.0069
C -0.82804 -2.02308 0.95958 -0.0702 -0.1086 -0.0188
N -1.45289 -1.06666 0.22995 0.0499 0.3224 -0.1080
C -2.69770 -1.32337 -0.22171 -0.0795 -0.0998 0.0052
C -3.32592 -2.53658 -0.02866 0.0588 0.0405 0.0429
H -4.59663 -6.28346 1.03433 0.0118 -0.0054 0.0022
H -4.92716 -4.65682 1.51895 0.0054 -0.0080 0.0179
H -0.83935 -4.00716 1.73285 -0.0232 -0.0265 -0.0171
H 0.15714 -1.78721 1.34135 0.0225 0.0468 0.0159
H -3.19912 -0.52748 -0.76021 0.0031 0.0022 0.0111
H -4.31101 -2.70552 -0.44375 -0.0026 0.0157 -0.0030
N 1.21784 -0.13028 -0.92617 -0.0825 0.0382 0.0300
S 1.29339 -1.59225 -1.79823 -0.0698 0.0093 0.1491
C 2.85307 -2.26823 -1.37499 -0.0968 0.0459 -0.0383
C 4.04409 -1.71384 -1.84227 0.1029 -0.0389 0.0192
C 5.22962 -2.32356 -1.47361 -0.0125 0.0555 -0.0380
C 5.21123 -3.46573 -0.67441 -0.0053 -0.0085 0.0055
C 4.01213 -4.01208 -0.23400 -0.0423 -0.0077 0.0078
C 2.80996 -3.41429 -0.58269 0.0909 -0.0476 0.0107
C 1.38333 -1.07181 -3.48376 -0.0058 0.0269 -0.0922
C 1.91160 0.15936 -3.87364 0.0015 -0.0230 -0.0112
C 1.97399 0.44980 -5.22790 0.0005 -0.0078 0.0079
C 1.52757 -0.48010 -6.16516 0.0134 0.0361 -0.0254
C 1.00672 -1.70042 -5.75980 -0.0231 -0.0473 0.0201
C 0.92134 -2.00585 -4.40659 0.0079 0.0346 -0.0187
H 2.13693 0.31287 -0.91587 -0.0131 0.0507 0.0401
H 4.05781 -0.85745 -2.50654 -0.0235 -0.0268 0.0258
H 6.16882 -1.92369 -1.83124 0.0121 -0.0214 0.0153
H 6.14474 -3.94571 -0.41108 0.0016 0.0017 -0.0045
H 4.00986 -4.91596 0.35991 0.0105 0.0017 -0.0007
H 1.86647 -3.85301 -0.27910 0.0039 0.0275 -0.0031
H 2.29085 0.87104 -3.14950 -0.0056 0.0020 -0.0097
H 2.39357 1.39073 -5.55851 0.0004 0.0006 -0.0022
H 1.59499 -0.24939 -7.22026 -0.0001 -0.0025 0.0003
H 0.66734 -2.41950 -6.49327 0.0013 0.0005 -0.0006
H 0.52060 -2.96017 -4.08341 0.0022 -0.0045 -0.0103